No. 1
ORCA calculation (ωB97M-V/def2-TZVPD) on a structure of composition C24H19AuN3O5P.

```
! RIJCOSX wB97M-V def2-TZVPD def2/J DEFGRID3
* xyz 0 1
Au -1.12970 -1.08687 -0.76811
O -2.93400 0.07387 -3.88054
N -2.13589 0.56817 -2.86100
C -2.24846 1.82521 -2.76879
C -1.57691 2.72444 -1.82154
C -1.96183 4.06173 -1.98068
C -1.45455 5.07994 -1.19845
C -0.52777 4.78167 -0.21575
C -0.13210 3.46758 -0.03770
C -0.63213 2.42112 -0.81938
P 0.06558 0.77158 -0.44022
C 1.72223 0.81176 -1.18256
C 2.38652 -0.40641 -1.31837
C 3.67260 -0.45238 -1.83116
C 4.29685 0.71867 -2.23662
C 3.63415 1.93188 -2.12351
C 2.35278 1.98148 -1.59458
C 0.36696 0.86445 1.35070
C -0.73988 1.10783 2.16859
C -0.60580 1.07702 3.54324
C 0.63035 0.79374 4.11521
C 1.72554 0.54611 3.30874
C 1.59851 0.57780 1.92334
H -2.85592 -0.88552 -3.79372
H -2.92591 2.32286 -3.46385
H -2.68818 4.30164 -2.74642
H -1.78457 6.09727 -1.35840
H -0.11509 5.55808 0.41356
H 0.58347 3.24455 0.74178
H 1.87962 -1.31482 -1.01405
H 4.18290 -1.40181 -1.92542
H 5.29616 0.68430 -2.64945
H 4.11355 2.84553 -2.44898
H 1.84596 2.93544 -1.51677
H -1.70882 1.30442 1.72431
H -1.46777 1.25986 4.17087
H 0.73096 0.75851 5.19167
H 2.68653 0.32320 3.75306
H 2.46029 0.39010 1.29757
O -2.47131 -5.46140 2.94533
C -1.28166 -5.70826 2.44079
O -0.51128 -6.50204 2.92798
C -0.86109 -4.89442 1.26245
C 0.34816 -5.08109 0.63301
N 0.40661 -4.19888 -0.37938
N -0.70432 -3.44968 -0.45686
C -1.47470 -3.84711 0.53689
C -2.78815 -3.14073 0.70944
O -3.58569 -3.59034 1.54264
O -2.97024 -2.15069 -0.04824
H -2.95942 -4.73973 2.42526
H 1.13389 -5.78493 0.84459
H 1.11300 -4.11470 -1.09054
*
```

Computed properties:
Electronic energy in eV: -52884.9887
F_max in hartree/bohr: 0.0118
Highest occupied orbital energy in eV: -8.75
Lowest unoccupied orbital energy in eV: -0.389
M in g/mol: 657.37



No. 2
ORCA calculation (ωB97M-V/def2-TZVPD) on a structure of composition C24H19AsO5Rh at a distorted geometry.

```
! RIJCOSX wB97M-V def2-TZVPD def2/J DEFGRID3
* xyz 3 5
Rh -0.43382 2.24171 -2.12406
C -0.29896 3.06581 -0.40273
O -0.18456 3.48245 0.67630
C -0.78491 3.80602 -3.17648
O -0.94929 4.74336 -3.83901
C -2.17425 1.37314 -2.17181
O -3.20435 0.84810 -2.22675
C 1.37532 1.89732 -2.68038
O 2.49125 1.74707 -2.92091
C -0.38740 0.57417 -6.03230
H 0.54229 0.00916 -5.93391
H -1.31510 0.00681 -5.92870
C -0.38815 1.87636 -6.33595
H -1.31684 2.43088 -6.48624
H 0.54058 2.42778 -6.49799
O 0.38628 0.12602 -0.92103
As 0.12872 -0.52415 0.61448
C 1.11931 0.68399 1.76850
C 0.90591 0.67372 3.15069
C 1.72941 1.45464 3.97523
C 2.78003 2.19483 3.41830
C 2.97127 2.22357 2.03009
C 2.13430 1.46738 1.20105
C -1.75683 -0.53751 1.11677
C -2.61212 -1.53584 0.64229
C -3.91743 -1.61838 1.15038
C -4.35292 -0.67993 2.09766
C -3.52336 0.38018 2.48957
C -2.22056 0.46085 1.97695
C 0.97642 -2.29043 0.70372
C 0.34655 -3.43519 0.19641
C 0.99118 -4.67709 0.29211
C 2.28741 -4.74825 0.81880
C 2.93810 -3.59593 1.28233
C 2.27382 -2.36049 1.22840
H 0.11717 0.04858 3.57179
H 1.54510 1.46377 5.05169
H 3.45159 2.75795 4.06875
H 3.76268 2.83576 1.58303
H 2.28110 1.46772 0.11592
H -2.25892 -2.23331 -0.11658
H -4.57818 -2.42467 0.81629
H -5.34983 -0.78037 2.53314
H -3.87645 1.13163 3.20009
H -1.55975 1.28370 2.24800
H -0.62919 -3.35403 -0.27968
H 0.48024 -5.58279 -0.04729
H 2.80195 -5.70983 0.84956
H 3.95507 -3.65131 1.68066
H 2.76011 -1.44490 1.57287
*
```

Computed properties:
Electronic energy in eV: -99245.3129
F_max in hartree/bohr: 0.1245
Highest occupied orbital energy (spin up / spin down) in eV: -16.44 / -16.38
Lowest unoccupied orbital energy (spin up / spin down) in eV: -9.784 / -14.071
M in g/mol: 565.24



No. 3
ORCA calculation (ωB97M-V/def2-TZVPD) on a cluster of 2 separate species, CH4NO3 in total.

```
! RIJCOSX wB97M-V def2-TZVPD def2/J DEFGRID3
* xyz -1 1
N 1.47245 -0.26430 -1.37363
C 0.17811 0.11079 -0.83074
O -0.06058 -0.34438 0.32089
O -0.54174 0.80346 -1.55760
H 1.99792 0.53880 -1.68906
H 1.97870 -0.77151 -0.66126
H -1.76816 0.10621 2.67434
H -0.55631 -0.49733 2.01140
O -0.94428 -0.33095 2.89640
*
```

Computed properties:
Relative energy (zero: lowest compared OMol25 entry of this formula, charge and spin) in eV: 0.1049
Electronic energy in eV: -8736.8378
F_max in hartree/bohr: 0.0064
Highest occupied orbital energy in eV: -4.30
Lowest unoccupied orbital energy in eV: 4.346
M in g/mol: 78.05



No. 4
ORCA calculation (ωB97M-V/def2-TZVPD) on a structure of composition C24H35NOP2SiYb at a distorted geometry.

```
! RIJCOSX wB97M-V def2-TZVPD def2/J DEFGRID3
* xyz 1 2
C -1.69731 3.32967 -3.29635
C -1.39325 2.32042 -2.39174
C -0.03901 1.96962 -2.24295
C 0.99491 2.63908 -2.91089
C 0.65989 3.72676 -3.70985
C -0.66426 4.03947 -3.91532
C 2.44046 2.14505 -2.89701
C 2.60136 0.87809 -2.08218
C 1.48965 0.14409 -1.69999
C 1.53437 -1.24678 -1.33851
C 2.80321 -1.79569 -1.26720
C 3.92070 -1.02788 -1.55501
C 3.86265 0.29136 -1.99479
H -2.73918 3.61058 -3.44930
H 1.44225 4.27962 -4.23943
H -0.92696 4.84712 -4.58146
H 2.75699 1.95056 -3.91045
H 2.92820 -2.83945 -1.00408
H 4.91960 -1.47283 -1.45695
H 4.75948 0.84751 -2.27869
N 0.24290 0.77888 -1.51333
Yb 0.26362 -0.10718 0.26937
C -2.44887 1.59755 -1.60700
H -2.59874 0.57275 -1.96933
H -3.39555 2.11732 -1.71908
C 0.22375 -2.04142 -1.10643
H -0.62296 -1.34810 -1.28373
H 0.10608 -2.80829 -1.87818
P -2.12504 1.46427 0.20191
P -0.05609 -3.02906 0.40920
C 1.46085 -3.56733 1.18677
H 1.33612 -3.78649 2.25504
H 1.76704 -4.50423 0.70263
H 2.29665 -2.86782 1.08447
C -0.97261 -4.48090 -0.07142
H -0.38610 -5.38279 0.15108
H -1.91777 -4.51464 0.48457
H -1.18480 -4.43628 -1.14702
C -1.53437 3.18124 0.53162
H -2.10503 3.90431 -0.07756
H -1.67631 3.39662 1.60155
H -0.45842 3.28554 0.30001
C -3.80022 1.57967 0.90468
H -3.74012 2.01220 1.91152
H -4.44539 2.19743 0.26885
H -4.21260 0.56530 0.97773
C 2.77659 3.26704 -0.52760
O 1.89351 2.64307 -0.12520
H 3.10107 2.86499 -2.72188
C -0.01800 -2.83672 4.39514
Si -0.42746 -1.39654 3.25662
C -1.79159 -0.35486 4.02590
C 1.10709 -0.33048 3.00028
C -1.08257 -2.07965 1.58539
H -0.38471 -2.57291 5.40169
H 1.07040 -3.00291 4.44845
H -0.51802 -3.76377 4.06817
H -1.42677 0.04158 4.98727
H -2.08013 0.49046 3.38019
H -2.68067 -0.97760 4.21618
H 1.86345 -0.73451 2.30239
H 0.87722 0.72174 2.75007
H 1.59927 -0.29991 3.98293
H -1.86963 -2.78954 1.89095
H -1.67886 -1.30437 1.03728
*
```

Computed properties:
Relative energy (zero: lowest compared OMol25 entry of this formula, charge and spin) in eV: 3.1483
Electronic energy in eV: -86969.4099
F_max in hartree/bohr: 0.1054
Highest occupied orbital energy (spin up / spin down) in eV: -5.87 / -9.26
Lowest unoccupied orbital energy (spin up / spin down) in eV: -2.327 / -2.384
M in g/mol: 616.62



No. 5
ORCA calculation (ωB97M-V/def2-TZVPD) on a structure of composition C6H12O6 at a distorted geometry.

```
! RIJCOSX wB97M-V def2-TZVPD def2/J DEFGRID3
* xyz 0 1
C 2.70594 -0.23992 -0.39613
C 1.33197 -0.10076 0.29789
C -0.86725 -0.56894 0.19814
C -1.97005 -1.11275 -0.65490
C -0.73441 1.01188 0.18929
C 0.72366 1.26176 -0.08008
H 2.57490 -2.26194 -0.50200
H 2.55433 -0.07419 -1.51722
H 3.38372 0.60840 -0.06252
H 1.42081 -0.28480 1.38889
H -2.09489 -1.20166 1.74726
H -1.62367 -0.99961 -1.72265
H -1.97294 -2.24171 -0.45902
H -3.85112 -0.56793 -0.92380
H -0.88739 1.42557 1.17847
H -2.48355 1.15497 -0.60897
H 0.79615 1.32911 -1.24444
H 1.52159 3.18148 -0.25560
O 3.25871 -1.58057 -0.33009
O 0.42550 -1.07465 -0.17829
O -1.10083 -1.03972 1.56218
O -3.16551 -0.44107 -0.21697
O -1.62153 1.65729 -0.75296
O 1.39401 2.28181 0.62316
*
```

Computed properties:
Relative energy (zero: lowest compared OMol25 entry of this formula, charge and spin) in eV: 2.5840
Electronic energy in eV: -18698.5109
F_max in hartree/bohr: 0.1271
Highest occupied orbital energy in eV: -10.00
Lowest unoccupied orbital energy in eV: 0.226
M in g/mol: 180.16



No. 6
ORCA calculation (ωB97M-V/def2-TZVPD) on a cluster of 13 separate species, C28H67N3O10S6 in total at a distorted geometry.

```
! RIJCOSX wB97M-V def2-TZVPD def2/J DEFGRID3
* xyz 0 1
C -2.82848 -3.61138 -2.51128
O -1.53114 -4.13962 -2.71031
H -2.81564 -3.14756 -1.52497
H -3.12074 -2.84096 -3.22483
H -3.43868 -4.51023 -2.42278
H -1.06160 -3.80536 -3.47804
C -1.42413 -1.97196 4.96001
O -2.42394 -2.95599 4.65670
H -1.82781 -0.99384 5.22161
H -0.93615 -2.47043 5.79756
H -0.76971 -1.77205 4.11155
H -3.04991 -3.13086 5.36323
C 3.65464 1.70750 -1.00486
O 3.69040 1.24981 0.31136
H 2.86902 1.21918 -1.58144
H 3.33063 2.73284 -1.18316
H 4.58550 1.47880 -1.52380
H 3.55859 0.30171 0.23836
C 4.59461 3.14642 3.54623
O 3.54592 2.99411 2.65303
H 5.53929 3.55186 3.18387
H 4.18612 3.85584 4.26592
H 4.62751 2.16904 4.02764
H 3.78098 2.43987 1.90526
N -0.32001 -4.74035 -0.10819
C 0.77559 -4.31898 0.57663
C 1.03566 -5.28361 1.54831
C 0.09647 -6.28652 1.45651
C -0.65642 -5.99398 0.28492
H -0.78115 -4.30619 -0.89493
H 1.27935 -3.39921 0.31844
H 1.76594 -5.24698 2.34314
H 0.00265 -7.13956 2.11219
H -1.46490 -6.51184 -0.20964
N -3.92256 4.10612 1.85805
C -2.65964 4.36178 1.27465
C -2.50521 3.32407 0.39888
C -3.46902 2.34069 0.50312
C -4.31093 2.82638 1.56055
H -4.31872 4.67723 2.59085
H -2.06029 5.25785 1.33965
H -1.71516 3.35204 -0.33694
H -3.41151 1.43468 -0.08189
H -5.23835 2.37656 1.88300
N 0.74254 0.56155 0.47606
C 0.31791 -0.72224 0.75378
C -0.75893 -0.96130 -0.14287
C -0.95200 0.19644 -0.87140
C 0.09571 1.05986 -0.58725
H 1.49332 0.95270 1.02692
H 0.62763 -1.31116 1.60446
H -1.31926 -1.87974 -0.23722
H -1.73078 0.28860 -1.61396
H 0.40423 2.04720 -0.89769
C 0.18387 4.55739 4.13690
S 0.50179 2.70736 4.49980
O -0.19268 2.31711 5.84117
C -0.45293 2.01903 3.00195
H -0.86613 4.78680 3.95533
H 0.80678 4.87519 3.30079
H 0.48147 5.19771 4.96727
H -0.21297 2.63843 2.13774
H -1.51077 2.18970 3.20181
H -0.35676 0.93915 2.88915
C -3.26052 -3.75074 1.89104
S -3.91636 -2.17524 0.94660
O -5.43346 -2.23952 1.03804
C -3.23677 -0.89639 2.13650
H -3.21825 -4.61238 1.22477
H -3.98195 -3.99997 2.66920
H -2.26840 -3.57951 2.30874
H -2.16248 -0.95388 1.96130
H -3.53725 -1.06252 3.17101
H -3.62695 0.09898 1.92415
C 5.64717 -2.05581 -0.68075
S 4.70104 -1.84347 0.92880
O 3.32542 -1.45982 0.44825
C 4.56664 -3.69397 1.22224
H 5.94168 -1.07726 -1.05995
H 5.12767 -2.47917 -1.54039
H 6.51880 -2.71011 -0.69707
H 3.80352 -3.70940 2.00039
H 5.54749 -4.02380 1.56465
H 4.20332 -4.17249 0.31278
C -3.79868 0.76090 -7.44960
S -4.10562 0.36195 -5.64016
O -5.08625 -0.87502 -5.60613
C -2.49710 -0.38079 -5.13184
H -3.00873 1.49711 -7.59813
H -4.70616 1.11408 -7.93935
H -3.69169 -0.20339 -7.94637
H -1.63822 0.24922 -5.36322
H -2.43317 -1.27403 -5.75324
H -2.33526 -0.61280 -4.07919
C 1.99310 -0.92299 -5.13197
S 0.54421 -1.41162 -4.16939
O 0.25391 -2.83955 -4.65541
C 1.44015 -1.82195 -2.57169
H 2.27633 0.01268 -4.64988
H 1.76936 -0.73336 -6.18177
H 2.77429 -1.66667 -4.97458
H 2.25326 -2.53357 -2.71501
H 0.82019 -2.34599 -1.84428
H 1.71201 -0.81626 -2.25108
C 1.15946 5.31392 0.72468
S 1.93232 5.20303 -0.91498
O 0.90357 4.61509 -1.84461
C 1.89612 6.98770 -1.44491
H 0.23497 5.87923 0.60701
H 1.86968 5.86078 1.34486
H 0.91766 4.35258 1.17796
H 2.85025 7.45021 -1.19229
H 1.02437 7.45420 -0.98606
H 1.77666 6.93462 -2.52704
*
```

Computed properties:
Electronic energy in eV: -120068.9662
F_max in hartree/bohr: 0.0718
Highest occupied orbital energy in eV: -7.73
Lowest unoccupied orbital energy in eV: 0.046
M in g/mol: 798.26